Formula: C6H11N2O2S
Source: OMol25
Level of theory: ωB97M-V/def2-TZVPD

XYZ file:
```
22
Properties=species:S:1:pos:R:3:forces:R:3
C -2.241887 -0.751906 0.166924 0.93 0.43 -1.24
C -1.996509 0.604165 -0.051960 0.07 -1.04 -0.24
C -0.189713 -0.420583 -0.357206 -2.30 1.91 0.26
C -2.722834 1.896014 -0.016969 2.47 1.39 -0.67
C -0.534947 -2.805152 0.019297 -2.31 0.73 1.78
C 2.570397 1.536082 0.718822 2.24 -0.92 0.23
N -1.045504 -1.423507 -0.136677 2.78 -0.33 0.18
N -0.630483 0.748223 -0.432941 2.19 -1.94 0.51
O 3.664542 0.068799 -1.356518 0.98 0.16 0.53
O 2.148977 -1.045601 0.178324 -2.64 -0.67 0.05
S 3.288131 -0.109658 0.186087 -0.21 1.94 -0.94
H -3.059765 -1.434011 0.273765 -0.73 0.47 0.41
H -3.679204 1.873435 -0.454903 -1.41 -0.23 -0.04
H -2.678679 2.287315 1.025908 -0.32 0.06 -0.95
H -2.090985 2.563110 -0.764100 -1.37 -0.98 1.90
H -1.004587 -3.221428 0.921959 0.54 0.06 -0.20
H -0.777666 -3.414842 -0.783943 -0.72 -0.89 -1.68
H 0.498907 -2.722002 0.066664 1.79 -0.03 0.50
H 2.388361 1.239844 1.734170 -0.68 0.19 0.66
H 1.752903 1.999669 0.214598 -0.67 -0.33 -0.56
H 3.411711 2.237520 0.776035 -0.05 -0.21 -0.23
H 2.928830 0.294508 -1.927338 -0.57 0.21 -0.26
```
Positions in Å, forces in eV/Å.

Results
HOMO level (spin up / spin down)   -13.516 / -13.517 eV
LUMO level (spin up / spin down)   -7.164 / -7.167 eV
Kohn-Sham gap (spin up / spin down)   6.352 / 6.350 eV
F_max   0.0584 Eh/bohr
2S+1   1
Energy relative to the best compared isomer or geometry (same formula, charge and spin)   97.3 kcal/mol
Total charge   +1